The following is a quantum chemistry calculation of a cluster of 2 separate species, C4H14N3O in total, from the OMol25 dataset.

```
! RIJCOSX wB97M-V def2-TZVPD def2/J DEFGRID3
* xyz 1 1
C 1.830 -0.201 -0.016
C 0.675 -0.288 -1.098
C -0.481 -1.193 -0.789
N -3.173 -1.737 0.399
C -2.128 -1.107 0.938
N -0.912 -0.968 0.513
N 1.420 0.697 1.095
H 2.656 0.237 -0.563
H 2.105 -1.138 0.410
H 1.218 -0.836 -1.942
H 0.462 0.800 -1.411
H -0.185 -2.259 -0.966
H -1.309 -0.940 -1.580
H -4.101 -1.794 0.898
H -3.309 -1.761 -0.649
H -2.321 -0.657 1.994
H 1.903 0.832 1.964
H 0.494 0.291 1.462
H 1.256 1.586 0.657
H 1.419 3.364 -1.203
H 1.032 3.942 0.159
O 1.449 3.131 -0.273
*
```

- Kohn-Sham gap: 9.83 eV
- LUMO energy: -0.100 Ha
- Calculated total energy: -10886.288 eV
- Largest force on an atom: 0.0644 Eh/bohr
- Energy relative to the best compared isomer or geometry (same formula, charge and spin): 180.8 kJ/mol

natural (NBO) atomic charge list, values in e, 4 entries: -0.22, -0.40, -0.26, -0.81